No. 1
Here is C42H46AsN6OPRhS as an isolated structure at a distorted geometry from the OMol25 dataset. Energies are from ωB97M-V/def2-TZVPD.

Output
charge: +3
LUMO level (alpha / beta): -9.8 / -9.8 eV
F_max: 0.0420 Eh/bohr
HOMO energy (alpha / beta): -15.8 / -15.8 eV
gap between HOMO and LUMO (alpha / beta): 0.2190 / 0.2190 Eh

Each line ends with the Mulliken charge.
Geometry (Å):
Rh (-0.02, -0.03, -0.14)  1.241
N (1.71, 0.80, 1.28)  0.672
C (1.86, 0.25, 2.57)  -0.391
C (3.04, 0.40, 3.30)  -0.666
C (3.13, -0.08, 4.60)  -0.767
C (2.04, -0.71, 5.18)  -0.857
C (0.88, -0.91, 4.46)  -0.634
C (0.78, -0.44, 3.15)  -0.273
P (-0.70, -0.74, 2.15)  2.296
C (-1.31, -2.34, 2.76)  0.540
C (-2.42, -2.48, 3.59)  -0.115
C (-2.78, -3.73, 4.06)  -0.789
C (-2.06, -4.86, 3.69)  -0.595
C (-0.94, -4.73, 2.87)  -0.931
C (-0.58, -3.48, 2.40)  -0.642
C (-1.92, 0.46, 2.75)  0.413
C (-1.56, 1.49, 3.62)  -0.662
C (-2.55, 2.28, 4.18)  -0.674
C (-3.88, 2.07, 3.86)  -0.807
C (-4.24, 1.08, 2.95)  -0.859
C (-3.26, 0.29, 2.38)  -0.711
H (1.17, 1.69, 1.34)  0.482
H (2.63, 1.05, 0.90)  0.322
H (3.88, 0.92, 2.86)  0.542
H (4.04, 0.04, 5.15)  0.468
H (2.10, -1.05, 6.20)  0.493
H (0.04, -1.43, 4.90)  0.594
H (-2.99, -1.62, 3.90)  0.402
H (-3.62, -3.82, 4.72)  0.479
H (-2.36, -5.83, 4.04)  0.437
H (-0.37, -5.60, 2.59)  0.462
H (0.29, -3.37, 1.77)  0.470
H (-0.53, 1.63, 3.90)  0.486
H (-2.28, 3.05, 4.89)  0.546
H (-4.65, 2.68, 4.31)  0.460
H (-5.28, 0.91, 2.71)  0.558
H (-3.52, -0.49, 1.68)  0.682
C (-1.48, -2.58, -2.94)  -1.261
C (-2.29, -1.51, -2.28)  0.402
N (-3.59, -1.53, -2.58)  -0.313
O (-1.82, -0.65, -1.52)  -0.140
H (-1.77, -2.69, -3.98)  0.472
H (-1.66, -3.54, -2.45)  0.445
H (-0.42, -2.35, -2.88)  0.011
H (-3.98, -2.22, -3.20)  0.231
H (-4.23, -0.88, -2.15)  0.226
N (1.04, -2.18, -0.55)  -0.397
H (0.32, -2.90, -0.53)  0.229
H (1.70, -2.39, 0.19)  0.270
H (1.54, -2.28, -1.44)  0.224
C (0.76, 5.79, 2.00)  -1.251
C (-0.21, 4.75, 2.58)  -0.667
C (-0.74, 3.85, 1.54)  0.498
N (-0.14, 2.80, 1.11)  -1.121
N (-0.80, 2.09, 0.19)  0.839
C (-1.97, 2.61, -0.12)  -0.152
N (-2.78, 2.07, -1.03)  -0.199
S (-2.30, 4.08, 0.76)  -0.191
H (1.06, 6.47, 2.79)  0.426
H (0.27, 6.37, 1.22)  0.356
H (1.65, 5.32, 1.59)  0.317
H (-1.04, 5.27, 3.06)  0.456
H (0.32, 4.15, 3.32)  0.206
H (-2.54, 1.13, -1.35)  -0.161
H (-3.71, 2.42, -1.16)  0.271
C (-1.08, -0.48, -6.32)  -0.719
C (-1.68, 0.39, -5.42)  -0.973
C (-1.03, 0.76, -4.26)  -0.178
C (0.24, 0.26, -3.98)  0.722
C (0.81, -0.68, -4.85)  -0.313
C (0.16, -1.03, -6.02)  -0.849
As (1.20, 0.80, -2.35)  1.495
C (3.00, 0.14, -2.70)  0.159
C (3.59, 0.41, -3.94)  -0.509
C (4.83, -0.12, -4.24)  -0.837
C (5.50, -0.90, -3.31)  -0.705
C (4.95, -1.12, -2.06)  -0.813
C (3.70, -0.60, -1.75)  -0.459
C (1.41, 2.73, -2.60)  0.891
C (0.29, 3.54, -2.78)  0.383
C (0.46, 4.89, -3.07)  -1.169
C (1.74, 5.42, -3.13)  -0.686
C (2.85, 4.62, -2.91)  -0.885
C (2.69, 3.28, -2.62)  -0.606
H (-1.58, -0.74, -7.24)  0.446
H (-2.66, 0.80, -5.65)  0.504
H (-1.50, 1.46, -3.59)  0.183
H (1.78, -1.10, -4.64)  0.454
H (0.63, -1.71, -6.70)  0.478
H (3.07, 1.03, -4.66)  0.625
H (5.27, 0.09, -5.21)  0.474
H (6.47, -1.31, -3.56)  0.447
H (5.49, -1.70, -1.32)  0.491
H (3.26, -0.76, -0.77)  0.102
H (-0.71, 3.13, -2.71)  0.207
H (-0.40, 5.51, -3.25)  0.500
H (1.87, 6.47, -3.34)  0.459
H (3.84, 5.04, -2.95)  0.479
H (3.56, 2.66, -2.45)  0.499



No. 2
Here is C42H46FN6NaO12S2 as an isolated structure at a distorted geometry from the OMol25 dataset. Energies are from ωB97M-V/def2-TZVPD.

Output
charge: -2
LUMO level: 3.1 eV
F_max: 0.0319 Eh/bohr
energy above the lowest of the compared OMol25 structures with the same formula, charge and spin: 53.3 kcal per mole
HOMO energy: 0.7 eV
gap between HOMO and LUMO: 0.0876 Eh

Each line ends with the Mulliken charge.
Geometry (Å):
Na (-0.19, 0.74, -1.07)  0.983
O (1.93, 0.67, -0.67)  -0.199
S (3.24, -0.03, -0.84)  0.285
C (4.20, 0.87, -2.11)  -1.130
C (4.57, 2.34, -1.89)  -0.773
C (3.39, 3.32, -2.03)  -0.429
C (2.76, 3.69, -0.69)  0.054
S (1.06, 4.22, -0.99)  -0.067
O (0.38, 3.03, -1.58)  -0.094
C (0.61, 4.34, 0.74)  0.385
C (-0.37, 3.50, 1.24)  0.407
C (-0.71, 3.60, 2.59)  -0.596
C (-0.09, 4.54, 3.40)  -0.647
C (0.87, 5.41, 2.88)  -0.589
C (1.22, 5.31, 1.54)  -0.530
C (4.19, 0.42, 0.62)  0.653
C (5.53, 0.10, 0.73)  -0.441
C (6.21, 0.40, 1.91)  -0.619
C (5.53, 1.00, 2.97)  -0.643
C (4.18, 1.28, 2.85)  -0.767
C (3.50, 0.98, 1.68)  -0.169
H (3.57, 0.75, -2.99)  0.636
H (5.10, 0.26, -2.25)  0.520
H (5.32, 2.59, -2.64)  0.411
H (5.04, 2.47, -0.91)  0.339
H (2.62, 2.87, -2.66)  -0.061
H (3.72, 4.23, -2.53)  0.499
H (3.30, 4.49, -0.16)  0.710
H (2.66, 2.82, -0.05)  -0.632
H (-0.90, 2.79, 0.58)  0.160
H (-1.46, 2.94, 2.99)  0.503
H (-0.36, 4.61, 4.45)  0.384
H (1.34, 6.15, 3.51)  0.387
H (1.96, 5.99, 1.12)  0.420
H (6.06, -0.37, -0.09)  0.365
H (7.26, 0.17, 2.00)  0.375
H (6.06, 1.24, 3.88)  0.375
H (3.64, 1.73, 3.69)  0.523
H (2.43, 1.15, 1.57)  0.196
O (-3.58, 2.70, -1.10)  -0.864
C (-3.03, 1.61, -0.91)  -0.439
O (-1.92, 1.38, -0.34)  -0.780
C (-3.79, 0.33, -1.29)  0.452
C (-5.11, 0.30, -1.02)  -0.221
C (-5.88, -0.88, -1.20)  -1.096
C (-5.29, -2.02, -1.69)  -0.097
C (-3.95, -2.02, -2.01)  -0.866
C (-3.06, -0.86, -1.78)  0.493
O (-1.83, -0.88, -1.94)  0.279
N (-3.45, -3.27, -2.53)  1.125
O (-4.10, -4.31, -2.31)  -0.742
O (-2.46, -3.28, -3.24)  -0.592
N (-7.27, -0.91, -0.86)  1.026
O (-7.77, 0.08, -0.35)  -0.690
O (-7.93, -1.93, -1.09)  -0.701
H (-5.60, 1.20, -0.67)  0.589
H (-5.88, -2.90, -1.85)  0.635
C (1.01, 0.42, 4.50)  -0.770
N (-0.24, -0.21, 4.14)  0.318
C (-1.27, -0.18, 5.16)  -1.243
C (-0.52, -0.41, 2.79)  0.042
O (0.18, 0.08, 1.91)  -0.065
N (-1.68, -1.12, 2.54)  0.449
C (-2.17, -1.09, 1.16)  0.463
C (-1.97, -2.35, 3.25)  -1.241
H (0.85, 1.44, 4.85)  0.372
H (1.65, 0.45, 3.63)  -0.198
H (1.51, -0.15, 5.30)  0.424
H (-1.25, 0.79, 5.66)  0.382
H (-1.13, -0.95, 5.91)  0.272
H (-2.25, -0.30, 4.70)  0.398
H (-2.02, -0.10, 0.72)  -1.011
H (-3.24, -1.32, 1.17)  0.261
H (-1.66, -1.82, 0.53)  0.346
H (-1.28, -2.50, 4.08)  0.467
H (-1.87, -3.20, 2.58)  0.337
H (-3.00, -2.35, 3.63)  0.195
F (-4.55, 3.71, -6.10)  -0.409
C (-3.48, 2.96, -5.60)  0.411
C (-2.40, 3.60, -5.04)  -0.537
C (-1.32, 2.87, -4.57)  -0.138
C (-1.27, 1.44, -4.65)  0.961
C (-0.16, 0.66, -4.26)  -1.043
C (-2.45, 0.83, -5.20)  -0.339
C (-3.53, 1.58, -5.66)  -0.545
H (-2.41, 4.69, -4.95)  0.346
H (-0.49, 3.38, -4.10)  0.073
H (0.73, 1.12, -3.82)  -0.075
H (-0.20, -0.42, -4.31)  -0.107
H (-2.51, -0.25, -5.23)  0.160
H (-4.42, 1.10, -6.06)  0.365
O (2.91, -6.60, 3.07)  -0.586
C (1.65, -6.97, 2.57)  -0.446
N (1.24, -6.29, 1.35)  -0.224
C (1.20, -4.91, 1.35)  0.254
O (1.40, -4.29, 2.38)  -0.729
C (0.89, -4.27, 0.05)  0.348
C (0.35, -4.95, -1.03)  -0.635
C (0.16, -4.28, -2.22)  -0.757
C (0.54, -2.94, -2.30)  0.017
N (1.06, -2.28, -1.27)  0.394
C (1.20, -2.92, -0.12)  -0.153
H (2.85, -5.65, 3.20)  0.378
H (0.87, -6.81, 3.31)  0.263
H (1.70, -8.03, 2.34)  0.376
H (1.55, -6.70, 0.49)  0.302
H (0.04, -5.98, -0.93)  0.492
H (-0.30, -4.76, -3.07)  0.403
H (0.39, -2.36, -3.21)  0.021
H (1.62, -2.36, 0.72)  0.264



| no. | molecular weight (g mol⁻¹) | E_tot (Eh) |
| --- | --- | --- |
| 1 | 891.74 | -5116.9111 |
| 2 | 932.98 | -3917.9095 |